Computed, not measured: one molecule with the formula C3H4S2, with ωB97M-V/def2-TZVPD.

XYZ file:
```
9
Properties=species:S:1:pos:R:3:forces:R:3:nbo_charge:R:1
C 0.635 -0.228 -0.409 -1.48 -2.58 0.86 -0.10
C 0.487 0.477 0.915 0.51 -0.38 1.04 -0.60
C -0.907 -0.315 -0.684 2.08 1.27 0.81 -0.55
H 0.268 -0.195 1.833 0.20 0.91 -1.64 0.24
H 1.233 1.205 1.151 0.83 0.10 0.34 0.23
H -1.459 -1.036 -0.126 -0.10 -0.74 0.42 0.22
H -1.195 -0.251 -1.675 -0.52 -0.15 -1.99 0.22
S 1.849 -0.945 -1.173 0.10 0.62 -0.15 0.10
S -0.910 1.288 0.169 -1.63 0.94 0.32 0.23
```
Forces are in eV/Å.

E   -24844.5193 eV
Total charge   0
Spin multiplicity   1
Highest occupied orbital energy   -8.904 eV
Frontier orbital gap   0.3134 Ha